# 1
The following is a DFT calculation (the ωB97M-V functional and the def2-TZVPD basis) of a cluster of 2 separate species, C2H5OP in total in a non-equilibrium geometry.

Charge: 0
E_HOMO (alpha / beta) (eV): -8.8 / -8.3
Kohn-Sham gap (alpha / beta) (eV): 8.2 / 7.8
LUMO energy (alpha / beta) (eV): -0.675 / -0.452

CARTESIAN COORDINATES (ANGSTROEM)
C (-0.92090, 0.74198, -2.34066)
C (0.29152, -0.66067, 1.80647)
O (-0.38866, 0.83409, -3.42605)
P (0.71118, 0.64531, 0.51921)
H (-2.02162, 0.97389, -2.38101)
H (1.07730, -1.37036, 2.08995)
H (-0.59285, -1.29778, 1.39908)
H (0.08548, -0.06668, 2.78531)
H (1.75853, 0.20023, -0.45229)

Force components x, y, z for each atom (eV/Å):
C 0.85 0.49 -3.70
C -0.56 -0.30 0.23
O -0.73 -0.42 3.17
P 0.30 0.38 -0.58
H 0.01 -0.13 0.80
H 0.01 0.16 -0.36
H 1.25 1.27 1.08
H -0.23 -1.05 -1.86
H -0.91 -0.39 1.22

# 2
The following is a DFT calculation (the ωB97M-V functional and the def2-TZVPD basis) of a structure of composition C22H23BIN10Rh in a non-equilibrium geometry.

Charge: +2
E_HOMO (alpha / beta) (eV): -13.7 / -13.7
Kohn-Sham gap (alpha / beta) (eV): 4.9 / 4.9
LUMO energy (alpha / beta) (eV): -8.781 / -8.780

CARTESIAN COORDINATES (ANGSTROEM)
Rh (-1.88822, 0.28021, 1.04809)
B (-2.17033, -2.93640, 2.39073)
N (-2.98194, -2.43403, 1.17123)
C (-3.61948, -3.24824, 0.34293)
C (-4.31199, -2.49634, -0.61410)
C (-4.02954, -1.19145, -0.30374)
N (-3.25621, -1.16432, 0.81598)
N (-1.38106, -1.79996, 3.09847)
C (-0.73122, -1.98028, 4.24811)
C (-0.21939, -0.76660, 4.69689)
C (-0.59757, 0.15158, 3.74471)
N (-1.31285, -0.49114, 2.79793)
H (-1.41685, -3.80661, 2.03195)
H (-2.92155, -3.43538, 3.18526)
H (-3.56640, -4.31791, 0.47523)
H (-4.93345, -2.85962, -1.41441)
H (-4.37761, -0.28529, -0.77617)
H (-0.66006, -2.96577, 4.68074)
H (0.33529, -0.57671, 5.59919)
H (-0.41464, 1.21166, 3.70437)
I (2.42249, 4.03934, 1.35807)
C (0.38144, 3.81507, 1.69169)
C (-0.41405, 4.84218, 2.18931)
C (-1.77113, 4.61861, 2.35227)
C (-2.30867, 3.38599, 2.03423)
N (-1.54634, 2.39244, 1.55878)
C (-0.21693, 2.60620, 1.39397)
H (0.01735, 5.79969, 2.45084)
H (-2.41761, 5.40118, 2.72516)
H (-3.36597, 3.19035, 2.15269)
H (0.38472, 1.78688, 1.01588)
C (-1.16350, 1.16922, -1.98810)
C (-0.51295, -0.08488, -1.51231)
N (-0.68950, -0.63729, -0.31432)
C (0.01877, -1.81902, -0.25507)
C (0.64275, -1.97000, -1.44384)
N (0.30005, -0.87558, -2.21839)
C (0.81445, -0.64826, -3.58446)
N (2.21225, -0.87071, -3.62095)
N (2.69668, -2.04126, -4.15222)
N (3.94386, -2.10205, -3.94274)
C (4.34306, -0.97478, -3.23792)
C (5.59846, -0.60050, -2.75868)
C (5.67501, 0.57832, -2.05151)
C (4.53589, 1.37019, -1.82127)
C (3.28844, 1.01407, -2.28963)
C (3.22041, -0.17791, -3.01033)
H (-1.89703, 1.50779, -1.24908)
H (-1.69547, 1.00869, -2.92526)
H (-0.44311, 1.97559, -2.13374)
H (0.01926, -2.46117, 0.61010)
H (1.29444, -2.74862, -1.80609)
H (0.57067, 0.36647, -3.89402)
H (0.35991, -1.35941, -4.27144)
H (6.46309, -1.22362, -2.94290)
H (6.62883, 0.91158, -1.66662)
H (4.64293, 2.28737, -1.25671)
H (2.42209, 1.64041, -2.10881)

Force components x, y, z for each atom (eV/Å):
Rh -1.13 -1.45 0.56
B -0.11 -0.92 0.37
N -0.03 -0.17 -0.62
C -0.11 -0.09 -0.05
C 0.02 0.03 -0.08
C -0.05 -0.09 -0.03
N 1.13 0.43 0.09
N 0.28 0.23 0.16
C 0.09 -0.04 -0.03
C 0.00 0.07 -0.02
C 0.16 0.05 0.24
N -0.47 0.61 -1.58
H 0.15 0.27 -0.21
H -0.06 0.28 0.01
H -0.05 0.04 0.07
H -0.03 -0.02 0.07
H 0.07 0.05 0.05
H -0.13 0.02 0.02
H 0.00 -0.03 -0.02
H -0.03 -0.03 -0.08
I -0.13 0.03 0.07
C 0.15 -0.06 -0.10
C -0.02 0.02 0.04
C -0.01 0.12 0.04
C -0.08 -0.18 -0.12
N 1.41 -0.13 -0.11
C -0.21 0.47 0.10
H 0.00 0.00 -0.04
H 0.01 -0.03 0.02
H 0.00 -0.04 0.02
H -0.03 -0.01 0.00
C 0.08 -0.09 0.08
C 0.01 0.07 -0.18
N -0.76 0.63 1.07
C -0.04 -0.12 0.18
C -0.02 0.09 -0.11
N 0.02 -0.19 0.12
C 0.19 -0.07 -0.23
N -0.14 0.13 0.04
N 0.13 0.01 0.13
N -0.03 0.03 -0.01
C -0.19 0.04 0.05
C 0.04 -0.07 -0.05
C 0.06 -0.03 -0.03
C -0.07 0.01 0.03
C -0.09 0.04 0.02
C 0.23 -0.12 -0.05
H -0.03 0.10 -0.05
H -0.04 -0.01 0.02
H 0.01 0.00 0.03
H -0.02 0.05 0.01
H 0.01 0.05 -0.02
H -0.08 0.04 0.12
H -0.07 -0.01 0.02
H 0.01 0.04 0.01
H 0.00 -0.02 0.00
H 0.01 0.01 -0.03
H 0.02 0.00 -0.03

# 3
The following is a DFT calculation (the ωB97M-V functional and the def2-TZVPD basis) of a cluster of 2 separate species, C3H4F4N2O2 in total in a non-equilibrium geometry.

Charge: 0
E_HOMO (alpha / beta) (eV): -10.2 / -7.7
Kohn-Sham gap (alpha / beta) (eV): 10.1 / 7.0
LUMO energy (alpha / beta) (eV): -0.155 / -0.728

CARTESIAN COORDINATES (ANGSTROEM)
C (-0.69486, 0.12494, -0.19590)
C (0.75574, 0.43817, 0.21637)
C (-0.72593, 0.84896, -1.47425)
N (-1.88147, 1.12414, -2.22114)
N (0.39935, -0.83516, -3.04824)
O (0.95808, 1.74180, -0.29952)
O (0.25160, 1.76097, -1.53391)
F (-1.67505, 1.96614, -3.32368)
F (-2.48175, -0.10779, -2.53157)
F (1.65777, -0.78764, -2.51722)
F (-0.09830, -2.02146, -2.56250)
H (-1.05594, -0.99535, -0.32123)
H (-1.33491, 0.46091, 0.64666)
H (1.01044, 0.53918, 1.17810)
H (1.39053, -0.44649, -0.11500)

Force components x, y, z for each atom (eV/Å):
C -1.28 -2.36 1.43
C -0.37 -2.54 -3.51
C 0.76 -0.36 -1.17
N -1.21 1.11 1.71
N -0.56 0.37 0.33
O 0.26 -0.42 -0.21
O -0.03 0.71 -0.98
F 0.38 -1.83 0.48
F 0.74 0.74 -0.85
F -0.05 -0.10 0.03
F 0.22 0.12 0.05
H 1.38 2.04 0.12
H -0.25 0.50 -0.89
H 0.11 0.39 3.99
H -0.09 1.63 -0.54

# 4
The following is a DFT calculation (the ωB97M-V functional and the def2-TZVPD basis) of the molecule C14H17NO9S in a non-equilibrium geometry.

Charge: 0
E_HOMO (eV): -9.6
Kohn-Sham gap (eV): 10.1
LUMO energy (eV): 0.477

CARTESIAN COORDINATES (ANGSTROEM)
C (-1.72827, 1.96895, 4.68002)
C (-2.11180, 1.03686, 3.53216)
O (-2.90300, 0.14589, 3.81073)
O (-1.64616, 1.30036, 2.29704)
C (-2.04847, 0.41448, 1.24261)
O (-1.99595, 1.24335, 0.06088)
C (-0.83399, 0.99598, -0.73341)
O (-0.99050, 1.88769, -1.79038)
C (0.15136, 2.48650, -2.27418)
C (0.15066, 3.19696, -3.63420)
O (1.28827, 2.37885, -1.76157)
C (-0.77589, -0.43064, -1.27426)
O (0.57350, -0.77990, -1.71255)
C (0.92364, -0.48678, -2.97696)
C (2.41099, -0.44372, -3.22732)
O (0.16902, -0.19232, -3.88822)
C (-1.18632, -1.47228, -0.18436)
O (-2.52943, -1.88028, -0.56433)
C (-2.96458, -3.11958, -0.19670)
C (-4.46160, -3.39375, -0.27732)
O (-2.29246, -3.99627, 0.28817)
C (-1.17525, -0.85404, 1.20157)
N (0.27486, -0.69660, 1.52860)
C (1.07689, -0.43106, 2.37416)
S (1.92448, -0.07984, 3.65153)
H (-1.87764, 1.47883, 5.66234)
H (-2.36913, 2.83824, 4.56219)
H (-0.66161, 2.26345, 4.53872)
H (-3.07814, 0.07033, 1.36823)
H (0.04591, 1.24811, -0.15709)
H (0.50366, 4.22496, -3.56670)
H (0.79974, 2.59033, -4.29132)
H (-0.85600, 3.27482, -4.03385)
H (-1.50934, -0.46201, -2.08396)
H (2.89637, -1.30781, -2.75839)
H (2.83224, 0.45882, -2.79339)
H (2.60362, -0.46362, -4.25563)
H (-0.43885, -2.27658, -0.17541)
H (-5.02097, -2.47111, -0.13538)
H (-4.76135, -4.08394, 0.50645)
H (-4.71089, -3.83299, -1.20227)
H (-1.59590, -1.57373, 1.93336)

Force components x, y, z for each atom (eV/Å):
C 1.46 -0.07 -1.13
C -1.71 -0.97 2.15
O 0.92 0.32 -1.40
O 0.07 -0.31 0.45
C 0.41 1.09 -0.74
O 0.30 -1.94 0.62
C 0.07 0.37 0.88
O 1.14 1.29 -1.49
C 3.74 -0.18 0.34
C -1.38 -0.48 0.43
O -3.46 -0.19 -0.36
C -0.15 -0.74 0.37
O -0.85 0.55 0.29
C 0.16 1.01 -1.96
C -0.15 -0.93 2.02
O -0.10 -0.38 1.44
C 0.07 0.23 -1.22
O 0.09 -0.50 0.53
C -0.62 -1.32 1.26
C 0.33 1.59 0.68
O 0.96 0.94 -0.42
C 1.02 -0.44 0.74
N -0.51 0.37 -0.26
C -1.92 -0.04 0.23
S 0.56 -0.01 -0.25
H -0.02 0.22 -0.88
H 0.06 0.25 0.24
H -0.78 0.06 0.32
H 0.10 0.34 0.09
H 0.41 -0.01 0.04
H 0.37 -0.24 0.34
H -0.40 0.39 0.32
H -0.09 -0.28 -0.27
H 0.35 -0.30 -0.14
H 0.01 0.22 0.02
H -0.09 0.12 0.18
H 0.07 0.02 -1.48
H -0.62 -0.09 -0.23
H -0.12 0.05 -0.25
H 0.40 -0.04 0.05
H -0.29 -0.39 -1.25
H 0.21 0.42 -0.31